{"formula": "C5H13NS", "method": "ωB97M-V/def2-TZVPD", "spin_multiplicity": 1, "smiles": "CN(C)S.C=CC", "symbols": ["C", "C", "C", "C", "C", "N", "S", "H", "H", "H", "H", "H", "H", "H", "H", "H", "H", "H", "H", "H"], "coordinates": [[-2.8115, 0.0701, -2.3899], [-1.2850, -1.5668, -1.2935], [1.0853, 1.4623, 1.9260], [2.8201, -0.2199, 1.6907], [-2.2389, -0.6559, -1.2223], [2.0952, 0.8709, 1.0823], [1.5693, 0.5531, -0.5078], [-2.7901, 1.1466, -2.2126], [-2.2676, -0.1583, -3.3014], [-3.8570, -0.2166, -2.5211], [-0.8304, -1.8295, -2.2348], [-0.9281, -2.1016, -0.4273], [0.5654, -0.3410, -0.3034], [1.5518, 1.7875, 2.8560], [0.6726, 2.3286, 1.4156], [0.2686, 0.7653, 2.1656], [3.5917, -0.5462, 0.9970], [3.2952, 0.1396, 2.6032], [2.1766, -1.0766, 1.9421], [-2.6832, -0.4113, -0.2644]]}

=====

{"formula": "C5H13NS", "method": "ωB97M-V/def2-TZVPD", "spin_multiplicity": 1, "smiles": "CSCC[C@H](C)N", "symbols": ["C", "C", "C", "C", "S", "C", "N", "H", "H", "H", "H", "H", "H", "H", "H", "H", "H", "H", "H", "H"], "coordinates": [[-2.7407, 0.3517, -1.3610], [-1.5411, 0.8182, -0.5141], [-1.0586, -0.3142, 0.3588], [0.1084, 0.0299, 1.2993], [1.5457, -1.0964, 1.1055], [2.6710, -0.1809, 0.0314], [-0.4144, 1.1203, -1.4143], [-3.6115, 0.1898, -0.7287], [-2.4258, -0.4912, -1.9778], [-3.0037, 1.1297, -2.0843], [-1.8511, 1.6986, 0.0478], [-1.7710, -0.8270, 1.0176], [-0.7629, -1.1615, -0.2666], [-0.1480, 0.0974, 2.3496], [0.6156, 0.9343, 0.9504], [3.4257, -0.8236, -0.3920], [3.2616, 0.5045, 0.6513], [2.0775, 0.4434, -0.6275], [-0.6874, 1.7681, -2.1492], [-0.2414, 0.2848, -1.9714]]}

=====

{"formula": "C5H13NS", "method": "ωB97M-V/def2-TZVPD", "spin_multiplicity": 1, "symbols": ["C", "C", "C", "C", "S", "C", "N", "H", "H", "H", "H", "H", "H", "H", "H", "H", "H", "H", "H", "H"], "coordinates": [[1.0193, -1.2846, -0.2534], [0.9383, 0.2962, -0.2023], [0.1467, 0.9448, -1.1931], [-0.7421, 2.1115, -0.6495], [-0.4129, -2.6013, 2.3098], [-1.8394, -1.7722, 1.6263], [2.4923, 0.7343, -0.4196], [-0.0524, -1.4116, -0.1015], [1.0502, -1.4951, -1.3144], [1.7525, -1.7990, 0.3233], [0.4719, 0.4618, 0.7694], [-1.3267, 1.5860, 0.1045], [-0.2905, 0.7013, -2.1566], [-0.3114, 3.0910, -0.4003], [-1.3455, 2.4562, -1.5012], [-2.2793, -2.4418, 0.8808], [-2.5747, -1.2970, 2.2820], [-1.5595, -0.9134, 0.9985], [2.3519, 1.1239, -1.3532], [2.5113, 1.5091, 0.2505]]}

=====

{"formula": "C5H13NS2", "method": "ωB97M-V/def2-TZVPD", "charge": 1, "spin_multiplicity": 2, "symbols": ["S", "S", "C", "C", "C", "N", "C", "C", "H", "H", "H", "H", "H", "H", "H", "H", "H", "H", "H", "H", "H"], "coordinates": [[1.2978, -1.6727, 2.2781], [0.1692, 2.4552, -0.2625], [1.4652, 1.3956, 0.3360], [1.8364, 0.2547, -0.6080], [0.7568, -0.8141, -0.9328], [-0.6155, -0.3473, -1.1466], [-1.5058, -0.4508, 0.0340], [-2.7894, 0.3348, -0.1830], [1.8182, -2.3078, 3.3450], [1.1948, 1.0464, 1.3414], [2.3680, 2.0097, 0.4697], [2.6592, -0.3066, -0.1476], [2.1878, 0.6967, -1.5429], [1.0896, -1.3562, -1.8259], [0.7091, -1.5426, -0.1042], [-0.6167, 0.6478, -1.4657], [-0.9668, -0.1207, 0.9224], [-1.7181, -1.5205, 0.1560], [-2.5513, 1.3939, -0.2568], [-3.3227, -0.0094, -1.0714], [-3.4657, 0.2137, 0.6647]]}

=====

{"formula": "C5H13NSi", "method": "ωB97M-V/def2-TZVPD", "spin_multiplicity": 1, "symbols": ["C", "C", "C", "C", "C", "N", "Si", "H", "H", "H", "H", "H", "H", "H", "H", "H", "H", "H", "H", "H"], "coordinates": [[3.1859, 0.0470, 0.1743], [1.9183, -0.4377, 0.6080], [-2.1468, 0.5865, -0.4088], [-1.2866, -1.5802, 0.5455], [0.5237, 2.4142, 0.8230], [-1.0545, -0.1774, 0.2980], [0.4700, 0.6620, 0.5051], [4.1263, -0.5013, 0.2876], [3.4051, 1.0518, -0.0547], [1.8071, -1.4272, 0.9233], [-2.5372, 1.4726, 0.2025], [-1.6589, 1.1217, -1.2367], [-2.8522, -0.1925, -0.4538], [-0.2710, -2.0829, 0.6172], [-1.8082, -1.8416, 1.4084], [-1.9027, -1.9408, -0.3810], [1.4170, 2.7996, 0.5204], [-0.4379, -1.0861, -2.2860], [-0.3170, 2.9588, 0.5075], [-0.5806, -1.8464, -2.5997]]}

=====

{"formula": "C5H13NSi", "method": "ωB97M-V/def2-TZVPD", "spin_multiplicity": 1, "symbols": ["C", "C", "C", "C", "C", "N", "Si", "H", "H", "H", "H", "H", "H", "H", "H", "H", "H", "H", "H", "H"], "coordinates": [[-2.0271, -0.0647, -0.4144], [-1.5097, -1.1142, 0.6191], [-0.8478, 0.6171, -1.0867], [1.4561, -1.4154, -0.5615], [1.6996, 1.7567, 0.5194], [-0.4290, -0.5358, 1.3420], [0.6154, 0.1402, 0.1122], [-2.6923, -0.5202, -1.0830], [-2.6973, 0.6536, 0.1666], [-2.3316, -1.5791, 1.2410], [-1.0472, -1.8727, 0.1235], [-0.9249, 0.4389, -2.1102], [-1.0786, 1.6507, -1.0358], [1.5276, -2.0917, 0.3459], [0.7871, -1.9455, -1.2045], [2.5723, -1.4126, -0.9962], [2.4873, 1.5860, 1.2545], [2.3194, 2.0527, -0.2885], [0.9862, 2.4715, 0.8396], [-0.6490, 0.0994, 2.0184]]}

=====

{"formula": "C5H13O2", "method": "ωB97M-V/def2-TZVPD", "charge": -2, "spin_multiplicity": 2, "symbols": ["C", "O", "C", "C", "C", "C", "H", "H", "H", "H", "H", "H", "H", "H", "H", "H", "H", "H", "H", "O"], "coordinates": [[0.0649, -1.3245, 0.1821], [-0.6346, -0.6225, 1.1232], [-0.2827, -0.9822, -1.3299], [0.7690, -0.0207, -1.9009], [0.9393, 1.2795, -1.0678], [-0.2595, 2.2462, -1.1025], [1.1488, -1.1661, 0.3104], [-0.1826, -2.4121, 0.2558], [-1.2242, -0.4390, -1.3772], [-0.3457, -1.9514, -1.8381], [0.5042, 0.3478, -2.9054], [1.7632, -0.4821, -1.9903], [1.7163, 1.8545, -1.6029], [1.2132, 1.0093, -0.0529], [0.1024, 3.1281, -0.5347], [-1.0824, 1.7896, -0.5462], [-0.5925, 2.6194, -2.0700], [-0.1223, 0.1006, 3.7800], [-0.6912, -0.6312, 2.5509], [-0.5610, -0.7224, 3.5902]]}

=====

{"formula": "C5H13O2", "method": "ωB97M-V/def2-TZVPD", "spin_multiplicity": 2, "symbols": ["O", "H", "H", "C", "C", "C", "C", "C", "O", "H", "H", "H", "H", "H", "H", "H", "H", "H", "H", "H"], "coordinates": [[-3.0627, -3.6414, 1.4096], [-3.2395, -3.5233, 0.4850], [-2.4033, -3.1506, 2.0123], [-1.9612, -2.9833, 3.2359], [-3.1257, -3.3206, 4.1851], [-0.7556, -3.8402, 3.4611], [-0.9242, -5.3332, 3.2702], [-1.6392, -1.4804, 3.3149], [-0.6903, -1.0665, 2.3226], [-2.8063, -3.1220, 5.2161], [-3.9957, -2.6474, 3.9712], [-3.4058, -4.3921, 4.0392], [0.0058, -3.4758, 2.7814], [-0.4603, -3.6032, 4.4827], [0.0567, -5.8044, 3.3306], [-1.5394, -5.7116, 4.0842], [-1.4009, -5.5355, 2.3067], [-2.5322, -0.8840, 3.1249], [-1.2437, -1.2585, 4.3060], [-0.6250, -0.1175, 2.5736]]}

=====

E (eV)
-17719.6501, -17720.7245, -17714.0212, -28545.3400, -14759.2877, -14763.5094, -9486.5201, -9487.5672
Energy relative to the best compared isomer or geometry (same formula, charge and spin) (kJ/mol)
154.44, 50.78, 697.54, 272.43, 460.47, 53.14, 48.14, 130.96